No. 1
{
  "formula": "C20H16CdN5O6S",
  "method": "ωB97M-V/def2-TZVPD",
  "multiplicity": 1,
  "total_charge": -1,
  "homo_lumo_gap_ev": 6.73,
  "e_homo_ha": -0.19375,
  "e_tot_ha": -2063.051049,
  "symbols": ["Cd", "O", "C", "O", "C", "C", "C", "N", "C", "C", "C", "O", "O", "H", "H", "H", "O", "C", "C", "C", "C", "C", "C", "N", "H", "H", "H", "H", "H", "H", "H", "S", "C", "N", "N", "C", "O", "C", "C", "C", "C", "N", "C", "H", "H", "H", "H", "H", "H"],
  "xyz": [[0.53397, -0.61069, 0.13173], [-5.76598, -2.74308, 1.97889], [-4.91236, -3.03658, 2.82034], [-4.80093, -3.66921, 3.86622], [-3.62553, -2.40829, 2.22073], [-2.50289, -2.13894, 2.98558], [-1.34280, -1.73882, 2.36669], [-1.34743, -1.39485, 1.07143], [-2.43566, -1.71192, 0.26328], [-3.62226, -2.18542, 0.83533], [-2.23712, -1.56122, -1.23506], [-3.05462, -1.84909, -2.08708], [-1.08087, -0.98312, -1.50733], [-2.61000, -2.18677, 4.08214], [-0.39100, -1.66646, 2.92699], [-4.46595, -2.49600, 0.23374], [-0.10816, 1.74219, 0.40308], [0.23734, 2.32580, 1.60652], [1.23358, 1.56912, 2.40355], [1.76348, 2.02536, 3.60510], [2.73384, 1.23780, 4.26844], [3.17001, 0.06841, 3.66137], [2.51188, -0.36280, 2.53766], [1.52493, 0.30391, 2.00324], [0.21092, 2.30409, -0.38257], [-0.71124, 2.43571, 2.20977], [0.72260, 3.33512, 1.43848], [1.52301, 3.02990, 3.95451], [3.13101, 1.51833, 5.25681], [3.92435, -0.54050, 4.12563], [2.71417, -1.34647, 2.10353], [4.85536, -0.89025, -2.30465], [3.52619, -1.11958, -1.42219], [2.50039, -1.27055, -0.81312], [-1.57233, -0.44487, -4.09230], [-0.51414, 0.03222, -4.80193], [-0.23198, -0.35024, -5.95935], [0.33293, 0.99354, -4.04010], [1.69423, 1.22488, -4.46007], [2.49041, 1.98017, -3.59478], [1.93128, 2.60996, -2.45891], [0.67213, 2.41549, -2.08550], [-0.10690, 1.64148, -2.85012], [-2.12689, -1.08872, -4.63139], [-1.37495, -0.69871, -3.09507], [2.07074, 0.82108, -5.39971], [3.55759, 2.05042, -3.77970], [2.49380, 3.32591, -1.87743], [-1.11816, 1.50229, -2.48244]],
  "forces_ev_per_angstrom": [[-0.35, -0.39, -1.25], [-2.82, -0.79, 0.71], [1.71, 1.13, -1.48], [-0.62, -0.24, 0.57], [0.38, -0.10, 0.20], [-0.41, 0.00, 0.81], [-0.16, 0.86, -0.16], [-0.07, -1.48, -0.76], [-0.08, -0.03, 1.56], [1.92, -0.12, -0.24], [1.61, 1.61, 0.09], [-0.30, -0.47, 0.66], [-0.29, -0.45, 0.21], [0.34, -0.55, -0.66], [-0.58, 0.34, -0.41], [0.13, 0.26, 0.05], [0.40, 0.17, -1.28], [-0.61, 1.82, 0.57], [0.49, -2.11, 1.04], [0.94, 0.05, 0.02], [-0.45, 0.43, -0.20], [-0.05, 0.39, 0.95], [0.27, -1.26, 0.28], [-0.58, 1.70, -1.08], [-0.38, -0.78, 0.33], [0.98, 0.18, -0.37], [-0.84, -0.73, 0.23], [-0.11, -0.34, 0.08], [-0.18, 0.07, -0.70], [0.19, -0.12, 0.00], [0.13, 0.35, 0.05], [0.25, -0.03, 0.01], [-2.82, -0.14, 1.31], [1.73, 0.56, -0.80], [0.75, 0.41, -0.52], [-0.30, -1.43, -1.29], [-0.30, 1.25, 1.59], [1.79, 1.20, 0.40], [-1.59, 0.17, 1.49], [-0.24, 0.24, 0.09], [0.29, -0.79, -1.20], [-0.14, 0.25, -0.18], [0.35, -0.93, -0.92], [-0.07, -0.28, 0.20], [-0.39, 0.31, -0.41], [-0.16, -0.15, 0.41], [-0.15, 0.29, -0.04], [0.28, -0.21, 0.19], [0.07, -0.13, -0.18]],
  "nbo_charge": [1.7146, -0.7377, 0.7447, -0.7292, -0.0397, -0.2521, 0.0272, -0.6311, 0.0833, -0.1787, 0.7506, -0.6332, -0.9039, 0.2372, 0.1811, 0.2764, -0.7877, -0.0991, 0.1992, -0.2478, -0.1366, -0.2628, 0.0716, -0.5574, 0.5318, 0.2076, 0.1892, 0.2243, 0.2251, 0.2291, 0.2216, -0.2540, 0.1632, -0.8174, -0.8316, 0.6391, -0.6444, -0.1520, -0.1074, -0.2511, 0.0473, -0.5127, 0.0600, 0.3967, 0.4466, 0.2486, 0.2304, 0.1906, 0.2302]
}


No. 2
{
  "formula": "C8H13N",
  "method": "ωB97M-V/def2-TZVPD",
  "multiplicity": 1,
  "homo_lumo_gap_ev": 7.74,
  "e_homo_ha": -0.26926,
  "e_tot_ha": -367.293042,
  "symbols": ["C", "C", "C", "C", "N", "C", "C", "C", "C", "H", "H", "H", "H", "H", "H", "H", "H", "H", "H", "H", "H", "H"],
  "xyz": [[-0.59269, 1.49453, -0.01382], [-0.43787, 1.65629, -1.51779], [0.30301, -1.27039, 0.05112], [0.93849, 1.04203, 0.61401], [0.50487, -2.25297, -0.88919], [1.26185, -0.28710, 0.23558], [-0.86083, -1.39246, 0.91416], [1.70599, 1.97934, 1.14701], [-1.87955, -2.23258, 0.72910], [0.13735, -3.17476, -0.68540], [1.40542, -2.25976, -1.34670], [2.27997, -0.50682, -0.07631], [-1.43342, 0.84761, 0.22274], [-0.78333, 2.45530, 0.46523], [-0.84594, -0.74520, 1.78085], [2.78114, 1.86359, 1.18338], [1.30666, 2.89773, 1.54055], [-0.30506, 0.69099, -1.99943], [0.43562, 2.27191, -1.75111], [-1.31780, 2.14540, -1.94571], [-2.66318, -2.32703, 1.46233], [-1.94069, -2.89563, -0.12059]],
  "forces_ev_per_angstrom": [[2.48, 0.29, 1.60], [0.07, 0.19, 0.07], [1.78, 0.76, 0.20], [-3.98, 0.94, -0.83], [-0.03, -0.72, 0.01], [-0.33, -1.74, -0.81], [-0.72, 0.21, -0.21], [0.50, 0.11, 0.03], [0.34, -0.08, 0.15], [0.19, 0.15, 0.03], [-0.15, 0.05, 0.04], [-0.02, -0.01, -0.26], [0.28, -0.22, 0.13], [-0.14, 0.12, -0.11], [-0.03, -0.01, 0.03], [0.09, -0.26, 0.49], [-0.11, 0.37, -0.39], [-0.02, -0.10, -0.10], [-0.10, -0.04, 0.02], [0.04, -0.10, 0.01], [-0.12, 0.07, 0.09], [-0.02, 0.01, -0.18]],
  "nbo_charge": [-0.4039, -0.6162, 0.1842, 0.0131, -0.7908, -0.3430, -0.2342, -0.4330, -0.3763, 0.3752, 0.3866, 0.2014, 0.2069, 0.1955, 0.2232, 0.1931, 0.1993, 0.2083, 0.2089, 0.2084, 0.2046, 0.1886]
}


No. 3
{
  "formula": "C3H11NOS2",
  "method": "ωB97M-V/def2-TZVPD",
  "multiplicity": 1,
  "homo_lumo_gap_ev": 9.09,
  "e_homo_ha": -0.31762,
  "e_tot_ha": -1047.252959,
  "symbols": ["N", "C", "C", "S", "S", "C", "H", "H", "H", "H", "H", "H", "H", "H", "H", "H", "H", "O"],
  "xyz": [[0.76457, -1.72516, 1.42846], [0.98476, -2.00733, 0.01119], [-0.03676, -1.46736, -0.97137], [0.62339, -0.00832, -1.97227], [0.51279, 1.61178, -0.77000], [-1.02237, 2.39393, -1.41046], [-0.12384, -2.10873, 1.74004], [0.55091, -0.73652, 1.58875], [1.98284, -1.67568, -0.26904], [1.04052, -3.09621, -0.03765], [-0.19449, -2.13760, -1.82299], [-1.03220, -1.15753, -0.66709], [-0.75362, 2.81774, -2.37381], [-1.82206, 1.66443, -1.41780], [-1.25143, 3.23813, -0.76128], [0.40398, 1.99452, 2.19023], [-0.62198, 1.25959, 3.11299], [-0.00501, 1.14033, 2.40214]],
  "forces_ev_per_angstrom": [[-0.65, 0.90, 0.32], [-0.28, -0.53, 0.95], [0.44, 1.09, -1.90], [-0.06, -0.75, 0.23], [-0.37, 0.28, -0.02], [0.94, 0.24, 0.33], [0.13, -0.63, -0.20], [0.69, 0.01, -0.23], [-0.03, 0.23, -0.02], [-0.19, -0.09, -0.32], [0.04, -0.27, 0.19], [0.10, -0.20, 0.73], [-0.43, -0.27, -0.23], [-0.13, 0.08, -0.19], [-0.12, -0.11, 0.20], [-0.34, -0.40, 0.22], [-0.31, 0.35, 0.54], [0.56, 0.06, -0.58]],
  "nbo_charge": [-0.8305, -0.2526, -0.5143, 0.0468, 0.0561, -0.7299, 0.3375, 0.3785, 0.2046, 0.1933, 0.2196, 0.2235, 0.2213, 0.2224, 0.2178, 0.4829, 0.4741, -0.9513]
}


No. 4
{
  "formula": "C5H8N2",
  "method": "ωB97M-V/def2-TZVPD",
  "multiplicity": 1,
  "homo_lumo_gap_ev": [8.34, 8.34],
  "e_homo_ha": [-0.29922, -0.29921],
  "e_tot_ha": -304.703752,
  "symbols": ["C", "C", "C", "C", "C", "N", "N", "H", "H", "H", "H", "H", "H", "H", "H"],
  "xyz": [[-2.14828, -0.33015, -0.31376], [-0.28677, 1.67180, 0.75603], [-0.97688, -0.32020, 0.45294], [0.35546, -0.12975, -0.37383], [1.36556, -1.24229, -0.67134], [-3.06944, -0.25526, -0.99204], [0.88262, 1.00756, 0.39150], [-0.88282, 1.99258, -0.06440], [-0.35449, 2.04786, 1.72501], [-0.93193, -1.01536, 1.34764], [-0.06506, 0.31211, -1.29107], [2.31712, -0.77941, -0.73178], [0.95368, -1.71567, -1.61777], [1.34184, -1.96439, 0.16406], [1.49937, 0.72056, 1.21881]],
  "forces_ev_per_angstrom": [[-0.12, -0.53, 0.16], [-0.50, -4.59, -0.87], [1.51, 0.92, 1.63], [-0.81, 1.01, 0.58], [-2.83, -0.52, -0.03], [-0.82, 0.13, -0.56], [2.68, 0.04, 0.98], [-0.31, 0.85, -0.29], [-0.29, 0.98, 1.25], [-0.15, 0.98, -1.05], [0.67, -0.19, -0.19], [1.01, 0.07, -0.57], [1.20, 0.22, 1.10], [0.19, 0.13, -0.48], [-1.42, 0.50, -1.65]],
  "nbo_charge": [0.2262, -0.0262, -0.4152, -0.0371, -0.6300, -0.3492, -0.6377, 0.1997, 0.2025, 0.2370, 0.1904, 0.2272, 0.2331, 0.2100, 0.3694]
}


No. 5
{
  "formula": "C4H3N",
  "method": "ωB97M-V/def2-TZVPD",
  "multiplicity": 1,
  "homo_lumo_gap_ev": 10.42,
  "e_homo_ha": -0.38112,
  "e_tot_ha": -208.809813,
  "symbols": ["C", "C", "C", "C", "H", "H", "H", "N"],
  "xyz": [[-1.43692, 0.09998, -0.07795], [0.00432, -0.25602, 0.17800], [1.13132, -0.46344, 0.01975], [2.49793, -0.27650, -0.12529], [-1.91712, 0.23323, 0.81946], [-1.91082, 1.12890, -0.39959], [-2.05762, -0.71302, -0.45954], [3.68892, 0.24687, 0.04517]],
  "forces_ev_per_angstrom": [[-0.49, 0.72, -0.17], [-7.46, 2.02, -1.35], [6.12, -0.63, -0.60], [10.34, 4.92, 2.32], [-0.80, -0.30, 3.12], [2.30, -1.64, -0.75], [0.61, -0.01, -0.67], [-10.62, -5.09, -1.89]],
  "nbo_charge": [-0.7269, 0.1755, -0.1849, 0.2304, 0.2439, 0.2691, 0.2510, -0.2580]
}


No. 6
{
  "formula": "C30H32Ge2IrN5O6S3",
  "method": "ωB97M-V/def2-TZVPD",
  "multiplicity": 5,
  "s_squared": 6.03,
  "homo_lumo_gap_ev": [6.88, 4.99],
  "e_homo_ha": [-0.26570, -0.30378],
  "e_tot_ha": -7340.280371,
  "symbols": ["Ir", "N", "C", "S", "N", "N", "C", "C", "C", "C", "C", "C", "C", "O", "H", "H", "H", "H", "H", "H", "H", "O", "C", "O", "C", "C", "N", "N", "C", "C", "O", "O", "H", "H", "H", "C", "O", "C", "S", "S", "H", "H", "H", "C", "Ge", "C", "C", "Ge", "C", "C", "C", "C", "C", "C", "C", "C", "C", "C", "C", "C", "H", "H", "H", "H", "H", "H", "H", "H", "H", "H", "H", "H", "H", "H", "H", "H", "H", "H", "H"],
  "xyz": [[-0.81395, -0.87725, 0.41664], [-3.24445, 1.43942, 3.02146], [-2.59066, 0.97273, 1.94240], [-0.88882, 1.33358, 1.79897], [-3.29027, 0.39536, 1.00341], [-2.57517, -0.12208, -0.02120], [-3.15170, -0.09920, -1.18179], [-2.52557, -0.39533, -2.42908], [-3.33044, -0.34148, -3.58459], [-2.81092, -0.54637, -4.83649], [-1.44578, -0.82102, -4.96908], [-0.63254, -0.86872, -3.86577], [-1.13099, -0.64060, -2.56776], [-0.28375, -0.60273, -1.54857], [-2.69960, 1.75506, 3.80234], [-4.19700, 1.15416, 3.17428], [-4.17700, 0.25606, -1.19706], [-4.38722, -0.13181, -3.46348], [-3.44948, -0.50624, -5.70869], [-1.01829, -0.99268, -5.94865], [0.42148, -1.07041, -3.97633], [1.54099, -2.85281, 5.36335], [2.49555, -2.60004, 4.49367], [3.66695, -2.64560, 4.77597], [2.08179, -2.24942, 3.10080], [2.96495, -2.09141, 2.05159], [2.25976, -1.73035, 0.97494], [0.96060, -1.63890, 1.25139], [0.82408, -1.95846, 2.53829], [-0.57158, -1.98195, 3.08228], [-0.79494, -2.41939, 4.20572], [-1.46666, -1.53998, 2.27591], [0.62128, -2.73862, 4.99052], [4.03463, -2.21343, 2.03525], [2.58734, -1.63194, 0.01815], [-4.22984, -4.05834, -2.25535], [-3.32585, -3.69037, -1.20436], [-2.04344, -3.95261, -1.36028], [-1.34849, -4.63404, -2.69955], [-1.02130, -3.69905, -0.05042], [-5.19024, -3.63489, -1.97927], [-4.29654, -5.14489, -2.32785], [-3.89757, -3.65682, -3.21026], [3.24141, 3.64480, -0.65700], [4.14909, 1.94612, -1.12189], [5.31612, 2.28683, -2.69653], [5.31260, 1.46552, 0.43048], [2.05458, 0.43156, -1.63932], [2.98319, -1.34435, -1.99524], [2.25977, -2.49430, -2.31352], [2.89031, -3.71594, -2.50723], [4.26572, -3.81655, -2.36152], [5.00548, -2.68906, -2.03722], [4.36780, -1.46842, -1.85678], [1.79237, 1.19504, -3.47485], [2.59639, 0.77939, -4.53429], [2.42145, 1.31109, -5.80426], [1.44928, 2.27817, -6.02494], [0.65008, 2.70590, -4.97473], [0.81854, 2.16229, -3.70853], [3.97798, 4.41180, -0.41001], [2.59468, 3.49379, 0.20736], [2.63074, 4.00110, -1.48687], [5.94236, 3.15081, -2.47040], [4.70759, 2.50442, -3.57329], [5.95228, 1.42953, -2.91580], [6.29492, 1.91748, 0.28776], [5.44444, 0.39134, 0.55664], [4.86847, 1.87263, 1.33856], [1.18404, -2.44594, -2.39341], [2.29750, -4.58570, -2.76154], [4.75943, -4.77048, -2.49683], [6.07936, -2.76342, -1.91899], [4.96755, -0.59882, -1.61041], [3.36925, 0.03609, -4.36643], [3.04331, 0.97068, -6.62347], [1.32260, 2.70109, -7.01360], [-0.09918, 3.47044, -5.14018], [0.17744, 2.48700, -2.89488]],
  "forces_ev_per_angstrom": [[0.73, 0.91, -0.13], [-0.06, 0.09, 0.15], [0.23, 0.15, -0.63], [0.21, -0.53, -0.31], [-0.91, 0.01, 0.73], [-0.37, 0.06, -0.70], [0.09, 0.24, 0.40], [0.48, -0.33, -0.22], [-0.02, -0.10, 0.11], [-0.01, -0.07, -0.10], [-0.11, -0.02, -0.01], [0.18, -0.05, 0.30], [-0.72, 0.24, -0.27], [-0.04, -0.58, 0.86], [-0.03, -0.01, 0.02], [0.02, -0.03, -0.04], [0.02, 0.09, 0.07], [0.01, 0.02, 0.01], [0.01, 0.03, 0.01], [0.00, 0.00, 0.00], [0.07, 0.02, -0.03], [-0.23, -0.03, 0.21], [0.20, 0.02, -0.23], [-0.05, -0.04, -0.02], [-0.29, 0.06, 0.00], [0.03, -0.01, 0.15], [0.08, -0.04, -0.06], [-0.07, -0.03, 0.37], [0.16, -0.10, 0.04], [0.26, -0.06, 0.28], [0.08, 0.13, -0.13], [-0.07, -0.29, -0.66], [0.14, 0.00, -0.06], [-0.01, -0.01, -0.06], [0.02, 0.06, -0.03], [-0.06, -0.05, -0.22], [0.23, 0.15, 0.04], [-0.87, -0.43, 0.16], [0.38, 0.30, 0.24], [0.16, -0.18, -0.38], [0.04, -0.01, 0.05], [0.02, 0.04, 0.07], [0.02, 0.11, -0.01], [0.25, -0.16, -0.05], [-0.53, 0.23, 0.37], [-0.36, -0.25, 0.20], [-0.33, 0.02, -0.34], [1.85, 0.60, -0.58], [-0.52, 0.32, 0.01], [0.03, -0.14, -0.02], [-0.06, 0.00, 0.02], [0.01, -0.07, -0.04], [0.02, -0.03, 0.01], [0.05, 0.10, 0.00], [-0.24, -0.36, 0.49], [-0.01, -0.03, -0.02], [0.02, 0.01, -0.02], [0.01, -0.01, -0.03], [0.00, 0.10, 0.01], [0.02, 0.01, 0.02], [-0.02, 0.02, -0.02], [0.00, -0.02, 0.00], [0.01, -0.02, -0.03], [0.01, 0.00, 0.03], [0.02, 0.02, -0.01], [0.02, 0.01, 0.00], [0.00, 0.02, 0.00], [-0.01, 0.00, -0.01], [0.01, -0.04, 0.02], [-0.15, -0.02, -0.01], [0.02, -0.03, 0.02], [0.00, 0.01, 0.00], [0.00, 0.03, -0.01], [0.00, -0.05, 0.02], [-0.04, -0.03, -0.03], [0.02, 0.02, 0.01], [-0.02, -0.01, 0.00], [-0.02, -0.03, -0.01], [-0.01, 0.03, -0.02]],
  "lowdin_charge": [1.1917, 0.0899, -0.8756, 0.6069, -0.0125, -0.2268, -0.0500, -0.1454, -0.0451, -0.0823, -0.0552, -0.0257, -0.3277, -0.3723, 0.0843, 0.1049, 0.1367, 0.1145, 0.1035, 0.1129, 0.0990, 0.1369, -0.5024, 0.1066, -0.0270, 0.0346, 0.0669, -0.1061, -0.1424, -0.5575, 0.0858, -0.2085, 0.0709, 0.1483, 0.0838, -0.0718, -0.1760, -1.3508, 0.7709, 0.8090, 0.0995, 0.0956, 0.0731, -0.2746, 0.7311, -0.2407, -0.2477, 0.9906, -0.3950, -0.1288, -0.0719, -0.0820, -0.0782, -0.1430, -0.3947, -0.1376, -0.0868, -0.0928, -0.0871, -0.1316, 0.0141, 0.0089, 0.0063, 0.0171, 0.0023, 0.0095, 0.0142, -0.0076, 0.0121, 0.0620, 0.1002, 0.1040, 0.1052, 0.0526, 0.0980, 0.1017, 0.0995, 0.1017, 0.1037]
}